{
  "formula": "C4H2N2S",
  "method": "the ωB97M-V functional and the def2-TZVPD basis",
  "species": ["S", "N", "N", "C", "C", "C", "C", "H", "H"],
  "coordinates": [[-1.432094, 1.384200, -0.082260], [0.224782, 1.987607, 0.059602], [-2.191517, -2.523729, -0.025942], [1.139762, 1.223329, 0.041777], [-2.067237, -1.328605, 0.104484], [-1.492778, -0.184745, 0.111024], [1.812175, 0.131973, -0.052754], [1.951569, -0.443756, 0.912493], [2.055335, -0.246275, -1.068426]],
  "forces_ev_per_angstrom": [[-0.45, -1.56, 0.09], [-1.42, 2.68, 0.37], [-0.57, 3.59, 0.44], [-0.13, -1.55, -0.33], [-0.70, -7.65, -0.44], [1.81, 5.72, -0.23], [1.07, -2.06, 0.55], [0.25, 0.64, -1.52], [0.13, 0.20, 1.08]],
  "mol_weight_g_mol": 110.1,
  "homo_energy_ev": -9.06,
  "e_lumo_ha": -0.0677,
  "relative_energy_kj_mol": 431.9,
  "energy_ev": -17990.359
}